Molecular formula: C39H72Cl6F2N8O8
Method: DFT, ωB97M-V with the def2-TZVPD basis set

## Properties
E_HOMO = -8.8 eV
E_LUMO = 0.16 eV
Kohn-Sham gap = 9.0 eV
Multiplicity = 1
Energy = -5530.18961 Ha

The geometry in XYZ format:
```
135
Properties=species:S:1:pos:R:3:lowdin_charge:R:1
C 13.065 -36.584 21.860 0.004
C 12.697 -37.934 22.472 -0.518
O 13.450 -38.914 22.377 -0.004
N 11.560 -37.969 23.171 0.032
C 11.112 -39.140 23.901 -0.079
H 13.020 -35.849 22.661 0.065
H 12.374 -36.481 21.020 0.063
H 14.078 -36.674 21.480 0.044
H 10.922 -37.187 23.162 -0.003
H 11.589 -40.055 23.553 0.079
H 10.048 -39.318 23.749 0.080
H 11.359 -39.036 24.957 0.068
C 15.505 -38.329 27.349 0.018
C 14.023 -38.030 27.282 -0.510
O 13.530 -37.508 26.283 0.006
N 13.254 -38.346 28.349 0.013
C 11.832 -38.090 28.412 -0.061
H 15.672 -39.383 27.563 0.086
H 15.992 -37.615 28.013 0.092
H 15.937 -38.136 26.369 0.065
H 13.695 -38.697 29.180 0.136
H 11.588 -37.091 28.038 0.079
H 11.550 -38.074 29.461 0.091
H 11.314 -38.780 27.748 0.071
C 17.212 -38.036 22.268 -0.009
C 17.125 -39.247 23.172 -0.570
O 18.167 -39.645 23.690 0.009
N 15.933 -39.831 23.336 0.020
C 15.819 -41.087 24.063 -0.060
H 16.242 -37.528 22.249 0.037
H 17.453 -38.340 21.251 0.091
H 17.905 -37.315 22.692 0.076
H 15.052 -39.397 23.071 0.077
H 15.020 -41.705 23.655 0.081
H 15.509 -40.749 25.060 0.070
H 16.717 -41.687 24.153 0.081
C 13.973 -39.029 18.517 -0.001
C 15.162 -39.845 18.062 -0.549
O 16.249 -39.368 17.802 0.050
N 14.827 -41.130 17.760 -0.011
C 15.821 -42.095 17.373 -0.090
H 13.052 -39.417 18.085 0.074
H 14.180 -38.032 18.128 0.033
H 13.856 -38.950 19.600 0.068
H 13.891 -41.457 17.896 0.122
H 15.380 -43.095 17.436 0.079
H 16.702 -42.115 18.010 0.088
H 16.012 -42.010 16.299 0.086
C 10.379 -40.092 20.827 0.018
C 8.986 -39.467 20.575 -0.535
O 8.064 -39.729 21.337 0.022
N 8.854 -38.826 19.402 0.013
C 7.587 -38.602 18.755 -0.071
H 10.579 -40.193 21.890 0.034
H 11.180 -39.476 20.407 0.067
H 10.437 -41.076 20.363 0.090
H 9.680 -38.759 18.825 0.096
H 7.372 -37.543 18.551 0.073
H 6.717 -38.951 19.300 0.084
H 7.626 -38.944 17.718 0.085
C 12.482 -32.887 21.485 -0.020
C 11.578 -32.005 22.292 -0.549
O 10.486 -31.744 21.781 -0.037
N 11.917 -31.698 23.552 0.021
C 11.148 -30.919 24.503 -0.063
H 13.491 -33.007 21.889 0.045
H 12.689 -32.433 20.514 0.067
H 12.018 -33.838 21.229 0.053
H 12.744 -32.119 23.967 0.077
H 11.223 -31.259 25.535 0.070
H 10.084 -30.787 24.316 0.079
H 11.600 -29.926 24.408 0.087
C 12.526 -34.242 25.250 0.017
C 13.966 -34.171 24.798 -0.535
O 14.435 -33.155 24.266 -0.003
N 14.673 -35.297 24.903 0.036
C 16.058 -35.449 24.560 -0.062
H 11.959 -34.425 24.336 0.067
H 12.296 -33.335 25.797 0.077
H 12.400 -35.128 25.875 0.068
H 14.256 -36.145 25.284 0.081
H 16.734 -34.639 24.849 0.094
H 16.149 -35.445 23.471 0.035
H 16.521 -36.342 24.972 0.078
C 9.279 -36.163 15.508 0.005
C 9.876 -36.443 16.923 -0.548
O 10.417 -37.486 17.233 0.030
N 9.732 -35.369 17.720 0.023
C 10.003 -35.392 19.162 -0.080
H 9.633 -36.959 14.857 0.077
H 9.576 -35.171 15.177 0.073
H 8.190 -36.218 15.530 0.076
H 9.394 -34.515 17.318 0.129
H 11.066 -35.180 19.287 0.027
H 9.669 -36.202 19.801 0.047
H 9.588 -34.473 19.586 0.078
C 8.098 -34.781 23.419 -0.938
Cl 7.894 -33.237 22.557 0.548
Cl 9.521 -35.582 22.668 0.612
H 8.373 -34.592 24.452 0.010
H 7.113 -35.235 23.426 0.035
C 14.444 -34.333 17.379 -1.016
Cl 15.438 -35.162 16.169 0.530
Cl 13.808 -35.361 18.649 0.556
H 14.984 -33.513 17.839 -0.019
H 13.549 -33.958 16.891 0.020
C 16.575 -33.030 21.230 -0.921
Cl 16.221 -34.712 20.773 0.540
Cl 15.658 -31.951 20.126 0.517
H 16.154 -32.781 22.198 0.008
H 17.607 -32.753 21.065 0.027
F 9.145 -39.773 26.160 0.052
C 8.101 -38.946 26.031 -0.282
C 6.820 -39.444 25.855 -0.007
C 5.726 -38.596 25.931 -0.082
C 5.852 -37.243 26.200 -0.086
C 7.148 -36.749 26.320 -0.096
C 8.275 -37.576 26.199 -0.012
H 6.648 -40.512 25.872 0.122
H 4.780 -39.120 25.873 0.108
H 4.952 -36.710 26.472 0.105
H 7.252 -35.677 26.440 0.098
H 9.232 -37.159 26.486 0.106
F 9.437 -44.617 24.150 0.064
C 10.204 -44.131 25.137 -0.282
C 10.277 -42.741 25.255 -0.003
C 11.115 -42.212 26.233 -0.086
C 11.710 -43.071 27.141 -0.108
C 11.714 -44.446 26.988 -0.076
C 10.863 -44.963 26.016 -0.024
H 9.815 -42.161 24.467 0.114
H 11.276 -41.149 26.339 0.080
H 12.297 -42.562 27.900 0.097
H 12.295 -45.126 27.592 0.105
H 10.837 -46.046 25.979 0.115
```

Molecular formula: C45H51Cl6CuN4O3
Method: DFT, ωB97M-V with the def2-TZVPD basis set

## Properties
Charge = +3
E_HOMO (spin up / spin down) = -12.7 / -14.2 eV
E_LUMO (spin up / spin down) = -9.20 / -9.17 eV
Kohn-Sham gap (spin up / spin down) = 3.5 / 5.0 eV
Multiplicity = 2
Energy = -6590.64763 Ha

The geometry in XYZ format:
```
110
Properties=species:S:1:pos:R:3:lowdin_charge:R:1
C 13.715 4.105 21.865 0.058
N 13.035 4.627 20.616 -0.064
C 13.574 5.562 19.799 0.036
C 12.949 5.875 18.581 0.057
C 11.738 5.296 18.256 -0.164
C 11.152 4.483 19.178 0.042
C 11.745 4.209 20.410 0.017
C 11.180 5.557 16.926 -0.111
C 10.735 4.602 15.931 0.097
C 10.039 5.072 14.778 0.035
N 9.745 6.387 14.590 -0.075
C 10.072 7.193 15.562 0.002
C 10.853 6.872 16.656 0.033
C 8.794 6.658 13.504 0.067
H 14.148 3.108 21.782 0.122
H 13.020 4.241 22.693 0.107
H 14.454 4.841 22.182 0.107
H 14.578 5.880 20.039 0.156
H 13.506 6.546 17.944 0.146
H 10.183 4.026 19.044 0.141
H 11.279 3.577 21.151 0.154
H 10.804 3.542 16.123 0.130
H 9.735 4.329 14.055 0.151
H 9.650 8.187 15.588 0.128
H 11.140 7.727 17.251 0.123
H 7.782 6.374 13.790 0.125
H 9.292 6.206 12.646 0.125
H 8.834 7.747 13.481 0.112
C 2.297 3.840 18.178 0.037
N 3.564 4.494 18.626 -0.082
C 4.561 3.639 18.877 -0.044
C 5.751 4.148 19.136 -0.002
C 5.996 5.535 19.246 -0.129
C 4.934 6.380 18.926 0.044
C 3.691 5.846 18.596 0.010
C 7.263 6.059 19.803 -0.197
C 7.717 5.580 21.030 -0.001
C 8.843 6.179 21.567 -0.059
N 9.616 7.127 20.946 -0.152
C 9.195 7.562 19.743 -0.060
C 7.960 7.145 19.226 0.013
C 10.939 7.380 21.430 -0.006
H 1.600 4.614 17.856 0.100
H 1.809 3.352 19.021 0.112
H 2.466 3.103 17.393 0.111
H 4.406 2.574 18.976 0.159
H 6.491 3.377 19.288 0.129
H 5.012 7.453 19.015 0.130
H 2.765 6.363 18.391 0.107
H 7.325 4.764 21.618 0.129
H 9.107 5.939 22.586 0.130
H 9.750 8.346 19.248 0.102
H 7.779 7.426 18.199 0.106
H 11.503 7.801 20.598 0.095
H 11.296 6.395 21.732 0.072
H 10.855 8.042 22.292 0.118
Cu 10.043 10.938 17.707 0.476
C 6.883 9.849 16.447 -0.337
O 8.243 9.899 16.713 -0.425
H 6.644 8.959 15.865 0.046
H 6.210 9.834 17.305 0.049
H 6.565 10.670 15.804 0.041
Cl 1.686 9.433 12.871 0.575
C 2.471 10.093 14.311 -0.656
C 3.346 9.067 15.085 -0.719
Cl 2.515 7.873 16.003 0.619
H 1.762 10.497 15.033 0.072
H 3.035 10.960 13.968 0.062
H 4.085 9.640 15.644 0.057
H 3.916 8.541 14.319 0.044
Cl 7.056 12.498 9.493 0.524
C 6.236 12.522 11.130 -0.624
C 6.678 11.386 12.090 -0.637
Cl 5.754 9.864 11.748 0.516
H 5.161 12.574 10.960 0.068
H 6.424 13.422 11.715 0.063
H 6.523 11.808 13.083 0.026
H 7.757 11.258 12.000 0.064
Cl 9.794 13.468 16.147 0.610
C 8.248 13.377 15.192 -0.593
C 7.160 13.784 16.173 -0.703
Cl 5.656 13.822 15.297 0.621
H 8.054 12.319 15.015 0.038
H 8.320 13.891 14.233 0.085
H 7.310 14.822 16.470 0.072
H 7.136 13.109 17.029 0.062
C 5.358 12.051 20.393 -0.077
C 4.814 12.893 21.272 -0.064
C 5.584 13.833 21.951 0.038
C 6.940 14.044 21.561 -0.031
C 7.466 13.225 20.589 -0.124
C 6.713 12.140 20.119 0.005
C 8.776 13.412 20.054 -0.252
O 9.226 12.553 19.275 -0.023
C 9.500 14.680 20.420 -0.094
C 10.758 14.941 19.858 -0.006
C 11.255 16.243 19.739 -0.029
C 10.611 17.172 20.554 -0.044
C 9.597 16.826 21.465 0.034
C 8.999 15.538 21.384 -0.068
C 7.703 15.284 22.131 -0.252
O 7.312 16.008 22.999 0.153
H 4.864 11.212 19.924 0.109
H 3.772 12.840 21.549 0.120
H 5.191 14.456 22.740 0.125
H 7.034 11.391 19.411 0.103
H 11.130 14.135 19.243 0.098
H 12.112 16.570 19.169 0.115
H 10.993 18.182 20.533 0.114
H 9.215 17.640 22.062 0.125
```